1.
{"formula": "C24H51O8PS", "method": "ωB97M-V/def2-TZVPD", "species": ["C", "C", "C", "C", "C", "C", "C", "C", "C", "C", "C", "C", "C", "C", "C", "C", "C", "C", "O", "S", "O", "O", "O", "H", "H", "H", "H", "H", "H", "H", "H", "H", "H", "H", "H", "H", "H", "H", "H", "H", "H", "H", "H", "H", "H", "H", "H", "H", "H", "H", "H", "H", "H", "H", "H", "H", "H", "H", "H", "O", "P", "O", "C", "C", "O", "C", "C", "O", "C", "C", "H", "H", "H", "H", "H", "H", "H", "H", "H", "H", "H", "H", "H", "H", "H"], "xyz": [[6.19818, -0.34917, 1.39386], [5.85435, -0.04864, -0.09376], [7.07468, 0.51916, -0.88379], [6.67854, 1.77225, -1.69298], [7.22510, 3.09341, -1.11993], [7.02765, 3.22644, 0.41471], [6.28397, 4.53171, 0.80974], [5.22600, 4.18275, 1.89097], [3.98410, 3.58893, 1.20929], [2.87440, 4.59822, 0.92200], [1.91382, 4.18700, -0.20256], [1.43918, 2.72576, -0.14783], [0.05398, 2.51906, 0.49237], [-0.05962, 1.05286, 0.97940], [-1.44868, 0.46261, 0.74324], [-1.61529, -0.94725, 1.33038], [-0.71373, -2.00108, 0.66882], [0.50689, -2.26067, 1.54156], [1.56960, -2.66394, 0.66994], [1.26591, -2.20478, -0.83810], [1.35571, -3.29748, -1.73860], [2.15468, -1.12838, -1.12295], [-0.21850, -1.67914, -0.64952], [6.25228, -1.42036, 1.58741], [5.42829, 0.05146, 2.05832], [7.13390, 0.12758, 1.68900], [5.05353, 0.68850, -0.07671], [5.53632, -0.99149, -0.53233], [7.36267, -0.26439, -1.58629], [7.88987, 0.70764, -0.18680], [7.08929, 1.68820, -2.70403], [5.59482, 1.81949, -1.81287], [6.63824, 3.88552, -1.59241], [8.26815, 3.24776, -1.39609], [6.45254, 2.39547, 0.81586], [8.01938, 3.28812, 0.86436], [6.96347, 5.26737, 1.23946], [5.72209, 4.92417, -0.03984], [4.98775, 5.04363, 2.51842], [5.64025, 3.39498, 2.52565], [3.56790, 2.84142, 1.89617], [4.27362, 3.01790, 0.32147], [3.36205, 5.52837, 0.60022], [2.33874, 4.87231, 1.83408], [1.02615, 4.82408, -0.12102], [2.33596, 4.40827, -1.18448], [1.35512, 2.37453, -1.17984], [2.14620, 2.05099, 0.33510], [-0.14925, 3.19944, 1.32015], [-0.70395, 2.62075, -0.28857], [0.22543, 1.02243, 2.03683], [0.67533, 0.45373, 0.43724], [-2.17831, 1.08728, 1.26745], [-1.66959, 0.46034, -0.32443], [-1.38703, -0.92182, 2.39989], [-2.65263, -1.27644, 1.25028], [-1.31845, -2.89624, 0.51202], [0.20752, -3.01823, 2.26266], [0.86023, -1.34279, 2.00982], [-8.02513, -3.02053, -3.05919], [-7.38503, -2.74956, -1.75915], [-6.42717, -4.01205, -1.42020], [-5.25863, -4.23507, -2.21896], [-4.17579, -3.20252, -1.96870], [-8.59750, -2.98989, -0.70268], [-9.94913, -3.17292, -1.12428], [-10.28642, -4.64389, -1.25328], [-6.67587, -1.62242, -0.88069], [-6.83782, -1.45655, 0.53710], [-6.41390, -2.64181, 1.37308], [-5.53708, -4.25347, -3.27583], [-4.89433, -5.22776, -1.95800], [-4.48786, -2.21238, -2.30630], [-3.26201, -3.46777, -2.50156], [-3.95602, -3.12547, -0.90250], [-10.14239, -2.64019, -2.05366], [-10.57921, -2.71601, -0.35852], [-9.53658, -5.17266, -1.84133], [-11.26284, -4.77985, -1.71948], [-10.30650, -5.11687, -0.26965], [-7.86019, -1.15768, 0.76063], [-6.20846, -0.60214, 0.79140], [-7.05377, -3.50641, 1.21207], [-6.46794, -2.37465, 2.42963], [-5.39122, -2.93912, 1.13767]], "e_homo_ev": -10.38, "e_tot_ha": -2286.5357, "lumo_energy_ha": 0.01217, "smiles": "CCCCCCCCCCCCCCCC[C@@H]1COS(=O)(=O)O1.CCOP(=O)(OCC)OCC"}

---

2.
{"formula": "C27H47NO9", "method": "ωB97M-V/def2-TZVPD", "species": ["O", "C", "O", "C", "C", "C", "H", "H", "H", "H", "H", "H", "O", "C", "O", "C", "C", "C", "H", "H", "H", "H", "H", "H", "N", "C", "C", "C", "C", "H", "H", "H", "H", "H", "C", "C", "O", "C", "H", "H", "H", "H", "H", "H", "C", "C", "O", "C", "H", "H", "H", "H", "H", "H", "C", "C", "O", "C", "H", "H", "H", "H", "H", "H", "C", "C", "O", "C", "H", "H", "H", "H", "H", "H", "C", "C", "O", "C", "H", "H", "H", "H", "H", "H"], "xyz": [[1.17414, 3.56023, 1.40265], [1.91308, 3.47682, 2.39305], [2.87527, 4.39522, 2.75620], [3.34956, 4.05052, 4.06382], [3.15879, 2.57536, 4.15773], [1.83652, 2.40269, 3.43686], [2.90295, 4.55384, 4.92132], [4.42329, 4.23726, 4.04512], [3.03872, 2.12495, 5.14302], [3.86401, 1.90735, 3.66323], [0.94387, 2.63546, 4.01747], [1.70834, 1.38655, 3.06387], [7.10998, 3.63865, -2.33182], [5.87570, 3.52690, -2.13728], [4.97695, 3.29361, -3.07979], [3.67344, 3.40180, -2.67672], [3.68383, 3.36651, -1.15715], [5.07155, 3.89511, -0.88361], [3.17664, 2.56989, -3.17592], [3.21531, 4.33745, -2.99730], [3.53783, 2.44887, -0.58731], [2.95510, 4.08969, -0.79098], [5.60646, 3.36728, -0.09407], [5.07736, 4.96177, -0.65930], [1.18091, -0.80325, -5.22527], [2.11458, -1.62284, -5.80033], [2.12217, -2.76199, -5.14852], [1.25198, -2.80164, -4.09457], [0.64200, -1.59418, -4.16112], [0.89864, 0.15207, -5.39197], [2.79535, -1.27230, -6.56196], [2.84815, -3.54949, -5.28704], [1.08855, -3.63740, -3.43034], [-0.13294, -1.09794, -3.59578], [-0.89974, -1.10450, -0.77462], [0.50324, -1.19378, -0.10299], [1.03900, -2.27418, 0.06477], [1.19452, 0.08602, 0.27074], [-1.55628, -0.68890, -0.01021], [-1.09014, -2.12247, -1.11460], [-0.85791, -0.45232, -1.64698], [1.62316, 0.66211, -0.54931], [2.11209, -0.27430, 0.73584], [0.56464, 0.67243, 0.93967], [2.88563, -2.94929, 2.81760], [3.85034, -4.10163, 2.90863], [3.56934, -5.11365, 3.52864], [5.25393, -3.75160, 2.47454], [1.98815, -3.31644, 3.31543], [2.69464, -2.72312, 1.76857], [3.27724, -2.20376, 3.50965], [5.57262, -4.07454, 1.48346], [5.98899, -4.09745, 3.20129], [5.39232, -2.67071, 2.49980], [-5.41191, -0.28147, -0.50725], [-6.50833, 0.42622, 0.16000], [-6.62729, 1.61943, 0.20527], [-7.55522, -0.42390, 0.86757], [-4.50934, -0.26353, 0.10360], [-5.12464, 0.15945, -1.46180], [-5.66717, -1.32828, -0.67201], [-6.80233, -0.92907, 1.47259], [-7.99180, -1.11107, 0.14280], [-8.29667, 0.17395, 1.39761], [-5.02982, -5.84410, -0.90518], [-4.54253, -4.70607, -1.73995], [-5.27174, -3.97459, -2.37878], [-2.96890, -4.54055, -1.82964], [-4.81477, -5.78569, 0.16179], [-4.90966, -6.88826, -1.19394], [-6.10879, -5.69007, -0.91908], [-2.57412, -5.55556, -1.78472], [-2.56708, -4.04601, -0.94529], [-2.70158, -3.96932, -2.71865], [-3.19340, 3.15058, 2.48169], [-3.46311, 2.76470, 1.05163], [-3.03193, 1.77394, 0.41027], [-4.37494, 3.82014, 0.38249], [-4.02451, 3.73088, 2.88245], [-2.24193, 3.68176, 2.50727], [-3.25010, 2.25958, 3.10699], [-4.20957, 4.80825, 0.81189], [-5.45285, 3.65980, 0.35979], [-3.83742, 3.78652, -0.56516]], "e_homo_ev": [0.46, -6.60], "e_tot_ha": -1788.7800, "s2": 0.750, "total_charge": -1, "lumo_energy_ha": [0.07855, 0.07639], "spin_multiplicity": 2, "de_lowest_kcal_mol": 0.0}

---

3.
{"formula": "C6H15N", "method": "ωB97M-V/def2-TZVPD", "species": ["C", "C", "N", "C", "C", "C", "C", "H", "H", "H", "H", "H", "H", "H", "H", "H", "H", "H", "H", "H", "H", "H"], "xyz": [[0.55644, -2.49973, 1.88253], [-0.46577, -1.56187, 1.26378], [0.43109, -0.71304, 0.41404], [0.04276, 1.56336, -2.65594], [0.75010, 1.28071, -1.21766], [-0.17080, 0.37323, -0.35386], [-1.03609, 1.45338, 0.51513], [0.59523, -2.39810, 2.88289], [1.53300, -2.50122, 1.42415], [0.13606, -3.62472, 1.79853], [-0.97270, -1.04287, 2.03952], [-1.24314, -1.90964, 0.70387], [1.21164, -0.49090, 1.03346], [-0.73436, 0.72906, -2.63728], [-0.33146, 2.56968, -2.53336], [0.75126, 1.51529, -3.50179], [1.04900, 2.33220, -0.72895], [1.77258, 0.94856, -1.31240], [-0.80497, -0.09160, -1.00891], [-2.11786, 1.54762, 0.20902], [-1.19859, 1.24021, 1.56852], [-0.72321, 2.51324, 0.56065]], "e_homo_ev": -8.61, "e_tot_ha": -292.2677, "lumo_energy_ha": 0.04338, "smiles": "CCN[C@@H](C)CC", "de_lowest_kcal_mol": 63.6}

---

4.
{"formula": "C22H48O22Zr", "method": "ωB97M-V/def2-TZVPD", "species": ["Zr", "C", "O", "H", "H", "H", "C", "O", "H", "H", "H", "C", "O", "H", "H", "H", "C", "O", "H", "H", "H", "C", "O", "C", "O", "O", "C", "H", "H", "H", "H", "H", "H", "C", "O", "C", "O", "O", "C", "H", "H", "H", "H", "H", "H", "C", "O", "C", "O", "O", "C", "H", "H", "H", "H", "H", "H", "C", "O", "C", "O", "O", "C", "H", "H", "H", "H", "H", "H", "C", "O", "C", "O", "O", "C", "H", "H", "H", "H", "H", "H", "C", "O", "C", "O", "O", "C", "H", "H", "H", "H", "H", "H"], "xyz": [[-0.04468, 0.29151, -0.03267], [1.93813, -0.62199, -2.79263], [1.57181, 0.16821, -1.64484], [2.73919, -1.28006, -2.45597], [1.02457, -1.13312, -3.09636], [2.36799, -0.00046, -3.57814], [-2.55625, -0.73698, -2.46022], [-1.69592, -0.47347, -1.36161], [-2.80666, 0.20743, -2.94342], [-2.17540, -1.50866, -3.12923], [-3.52792, -1.09511, -2.12009], [1.94307, 2.83687, 1.55672], [1.03701, 1.96790, 0.94480], [1.53955, 3.54618, 2.27933], [2.68709, 2.27913, 2.12544], [2.50531, 3.40967, 0.81923], [-1.90880, -0.68637, 2.88508], [-1.03541, -0.45495, 1.76632], [-2.87116, -0.21238, 2.69196], [-1.96781, -1.74560, 3.13541], [-1.46572, -0.15864, 3.72963], [1.39380, -0.59417, 4.06594], [2.52245, -1.00374, 3.34462], [2.64571, -0.94970, 1.98904], [1.76714, -0.68412, 1.18135], [3.90271, -1.36711, 1.65013], [4.28852, -1.41682, 0.27181], [1.58912, -0.45561, 5.12931], [0.72451, -1.44864, 3.96580], [0.84673, 0.24007, 3.62677], [4.10731, -2.43692, -0.06681], [5.37275, -1.30489, 0.26781], [3.84341, -0.63964, -0.34945], [1.72205, 3.72949, -2.46624], [0.32647, 3.78477, -2.78379], [-0.60689, 2.95741, -2.34857], [-0.50283, 2.01402, -1.59401], [-1.92762, 3.52303, -2.72797], [-2.03505, 4.72386, -3.50011], [2.19913, 4.65578, -2.78635], [2.25741, 2.93399, -2.98459], [1.97991, 3.71237, -1.40732], [-3.08791, 4.79453, -3.77326], [-1.50603, 4.73392, -4.45308], [-1.77317, 5.62402, -2.94402], [-2.15425, -3.74068, 0.05585], [-0.81601, -4.15804, -0.19563], [0.23369, -3.30105, -0.36262], [0.15816, -2.09610, -0.19667], [1.38246, -4.02791, -0.64168], [1.38618, -5.37962, -1.03859], [-2.25326, -3.18909, 0.99075], [-2.74068, -4.65117, 0.17917], [-2.46700, -3.12356, -0.78644], [1.21562, -5.38325, -2.11516], [0.62371, -5.86891, -0.43250], [2.33566, -5.88273, -0.85565], [9.23311, 1.66680, -1.58860], [7.95176, 1.95921, -1.93898], [6.89647, 1.51286, -1.16008], [7.03795, 0.79920, -0.18672], [5.73212, 1.91684, -1.70934], [4.52028, 1.85294, -1.00935], [9.82212, 1.81874, -2.49308], [9.27655, 0.59428, -1.39907], [9.61160, 2.28757, -0.77651], [3.79817, 1.52011, -1.75492], [4.19764, 2.84995, -0.70940], [4.50154, 1.21489, -0.12581], [-6.86478, -5.52115, 2.35490], [-5.77358, -4.65713, 2.19361], [-5.97089, -3.36173, 2.13562], [-6.87865, -2.78043, 2.72261], [-4.91680, -2.88519, 1.46029], [-4.91301, -1.52725, 1.05548], [-6.56125, -6.54050, 2.59344], [-7.33874, -5.73743, 1.39746], [-7.54868, -5.14186, 3.11419], [-5.79116, -1.29064, 0.45467], [-4.01033, -1.38532, 0.46123], [-4.92916, -0.87738, 1.93041], [-4.38472, 1.84311, -0.68531], [-4.04028, 2.82533, 0.26925], [-2.88723, 2.69476, 0.84892], [-1.92728, 1.97605, 0.53623], [-2.87844, 3.58330, 1.84307], [-1.62595, 3.74897, 2.59439], [-3.55521, 1.66219, -1.36889], [-5.13314, 2.21822, -1.38334], [-4.89664, 0.97128, -0.27794], [-1.39587, 2.85180, 3.16907], [-1.80886, 4.54666, 3.31434], [-0.80094, 3.86769, 1.89199]], "e_homo_ev": -7.99, "e_tot_ha": -2569.3804, "lumo_energy_ha": 0.02267, "de_lowest_kcal_mol": 0.0}

---

What is the formula in the third record? C6H15N